# 1
88
Properties=species:S:1:pos:R:3 method="wB97M-V/def2-TZVPD" molar_mass_g_mol=807.78 charge=-2 homo_ev="0.393 / -0.183" total_energy_ev=-198173.2887 multiplicity=4 gap_ev="3.3 / 3.9"
Br -2.2119 3.0018 -8.0875
V -0.0031 0.4596 -0.2776
S -1.4329 0.6333 1.5662
S -2.8805 2.0152 1.8926
S -1.6731 4.0624 0.5010
S -0.9442 2.7225 -0.8323
P 1.9135 1.5079 0.4683
P -0.4494 -2.0802 -1.3957
O 0.2107 0.7146 -2.0765
O 1.4469 -0.4759 -3.5153
N 0.7186 -1.0359 1.0332
C -1.3444 -3.5438 2.8735
C -0.1562 -2.1066 1.3097
C 0.6337 0.3888 -3.2525
C -1.8274 2.4499 -5.3179
C -1.3232 2.2356 -6.5827
C 2.3556 -1.7797 2.7478
C 3.5416 0.6979 2.6665
C 0.2570 -3.5171 -2.3448
C 1.7896 -0.8086 1.8853
C -2.8170 -5.4648 2.1037
C 3.4384 1.4347 -0.5996
C 0.4424 0.9078 -5.6914
C -1.6023 -3.8964 0.5406
C -0.5040 -2.4778 2.6227
C 5.1834 0.0890 4.4990
C 2.4603 0.4312 1.8295
C -0.1866 1.4808 -6.7935
C 1.5433 -3.9346 -1.6149
C 3.7164 -0.0060 -1.0495
C 1.8887 3.2476 1.0971
C 3.2838 2.3555 -1.8138
C 4.0287 -0.2281 3.5781
C -0.7818 -2.7987 0.2539
C -2.0313 -1.6458 -3.6735
C -0.0508 1.0969 -4.4130
C 1.1316 3.2981 2.4272
C -0.6161 -4.7299 -2.6551
C -2.1282 -1.6808 -2.1381
C -1.1806 1.8717 -4.2249
C -3.3774 -2.4298 -1.6872
C -1.8883 -4.3009 1.8352
C 3.4252 -1.4849 3.5704
C 3.2288 3.9768 1.2064
H -1.5842 -4.4508 -3.0748
H 2.4782 2.0005 -2.4572
H 3.8358 3.6083 2.0392
H 5.5387 1.1073 4.3314
H -2.7158 -0.8984 -4.0826
H -2.6793 -6.2593 1.3641
H 1.9518 -2.7824 2.7524
H 6.0270 -0.5898 4.3399
H 3.0451 3.3848 -1.5319
H -4.2528 -1.9671 -2.1596
H 1.2736 3.7527 0.3493
H 4.2056 2.3620 -2.4075
H 3.8291 3.9121 0.2958
H -0.7857 -5.3369 -1.7644
H -1.0274 -1.4003 -4.0349
H 4.2715 1.7741 0.0225
H -1.5493 2.0349 -3.2108
H 4.8953 0.0092 5.5515
H 2.1359 -4.6196 -2.2319
H 0.2028 1.3452 -7.7935
H 1.7006 2.7921 3.2170
H 3.8096 -2.2608 4.2288
H -2.3066 -2.6164 -4.0981
H 0.9590 4.3394 2.7142
H -2.0558 -4.4453 -0.2761
H -2.7091 3.0599 -5.1779
H 2.9307 -0.3559 -1.7254
H 1.3044 -4.4336 -0.6733
H 3.7740 -0.6913 -0.2015
H -2.2581 -0.6543 -1.7923
H 2.1609 -3.0614 -1.3838
H 3.0280 5.0357 1.3963
H 1.3341 0.3026 -5.8102
H -3.8675 -5.1571 2.0604
H -1.6013 -3.7849 3.9023
H 4.6694 -0.0504 -1.5930
H -3.5125 -2.3749 -0.6070
H -0.1293 -1.8820 3.4421
H -2.6401 -5.8892 3.0953
H 4.0337 1.6627 2.5971
H 0.1550 2.8215 2.3518
H 0.5649 -3.0502 -3.2843
H -0.1052 -5.3647 -3.3888
H -3.3562 -3.4838 -1.9867



# 2
85
Properties=species:S:1:pos:R:3 method="wB97M-V/def2-TZVPD" molar_mass_g_mol=672.36 charge=-2 homo_ev=-0.538 relative_energy_kcal_mol=0.0 total_energy_ev=-124294.7961 gap_ev=4.8
Cu 1.5284 -0.2006 1.7206
S 3.8380 0.2487 1.5091
S 1.6681 0.0749 4.0698
P 0.1527 1.4780 0.9784
P -0.0598 -1.7398 0.5716
N -2.3466 1.5704 -0.1237
N -1.5700 -0.6676 -4.1304
N -2.5207 -1.1986 -0.5432
C 0.8892 -1.3309 -1.5744
C -0.2017 -3.4237 -0.1818
C -1.3916 0.6433 -3.5399
C 5.1590 1.1090 5.8070
C -1.4412 -0.6685 -0.0323
C 1.5048 -1.5607 -3.9416
C 3.8407 0.7629 5.5515
C 3.3638 0.4950 4.2606
C -0.2054 3.6833 -0.8641
C 2.8523 -1.4104 -3.6582
C 0.5347 -1.5120 -2.9312
C -1.3502 0.7759 0.1535
C -5.7323 -0.0866 -1.8640
C 1.6389 2.0473 -1.2738
C -0.6910 2.5048 2.2404
C 0.8244 2.7718 -0.2032
C 5.6068 0.9245 3.4623
C -3.5385 -0.3666 -0.9094
C 1.7942 3.6074 0.6456
C 2.2683 -1.2442 -1.3368
C 4.2785 0.5752 3.1797
C -1.1079 -2.3096 2.1817
C 3.2357 -1.2585 -2.3324
C -4.5443 1.8444 -1.0472
C -3.4642 1.0156 -0.6824
C -1.5231 -1.0847 2.9959
C 6.0545 1.1922 4.7472
C -4.6943 -0.9066 -1.5105
C -2.3742 -3.1411 1.9264
C -0.9071 -1.7370 -3.3547
C -5.6589 1.3014 -1.6294
C -1.2473 -0.6332 -5.5386
C -0.1484 -3.1443 3.0287
H -6.4884 1.9365 -1.9170
H -0.2383 -0.2451 -5.7555
H -6.6178 -0.5015 -2.3308
H 5.4798 1.3095 6.8244
H 2.6165 -1.1597 -0.3097
H -0.6639 -3.5320 3.9199
H 6.2964 0.9817 2.6274
H -1.3681 3.2400 1.8047
H 0.7023 -2.5526 3.3665
H 7.0925 1.4614 4.9155
H -3.0225 -2.7013 1.1672
H -2.2970 -0.4941 2.4939
H -1.2511 1.8380 2.8953
H 2.4974 2.9616 1.1796
H -1.5746 0.5970 -2.4685
H -0.3736 1.0378 -3.6827
H -0.8405 3.1355 -1.5610
H -2.9545 -3.2206 2.8580
H 0.2348 -4.0078 2.4750
H 0.7131 -3.6270 -0.7345
H 3.5905 -1.4423 -4.4532
H -0.8545 4.1733 -0.1361
H -4.7171 -1.9755 -1.6818
H -1.9622 0.0159 -6.0561
H 1.0341 1.3416 -1.8444
H 3.1341 0.6933 6.3712
H -1.3280 -1.6355 -5.9641
H -1.5102 -1.9086 -2.4668
H 2.3694 4.2598 -0.0200
H 4.2823 -1.1564 -2.0641
H -2.1472 -4.1630 1.6161
H 0.3255 4.4615 -1.4255
H -1.9415 -1.3984 3.9619
H -4.4499 2.9067 -0.8579
H -0.6661 -0.4417 3.2088
H -2.1022 1.3473 -3.9833
H 2.4574 1.4890 -0.8188
H 2.0608 2.7848 -1.9670
H 0.0710 2.9840 2.8545
H -0.9775 -2.6441 -3.9657
H -0.3493 -4.1895 0.5768
H 1.1992 -1.7518 -4.9664
H 1.2683 4.2399 1.3645
H -1.0437 -3.4486 -0.8775